(1)
DFT (wB97M-V/def2-TZVPD) results for an isolated molecule of C4H9NO at a distorted geometry.

The calculation puts the HOMO-LUMO gap at 0.341 Eh.

Structure (ORCA input):
```
! wB97M-V def2-TZVPD RIJCOSX def2/J DEFGRID3
* xyz 0 1
C -0.78 -0.71 1.82
C -1.14 1.05 -0.63
N 1.21 0.23 -1.55
C 0.01 0.19 -0.31
C 0.36 -0.76 0.46
O 2.48 -0.37 -1.31
H 3.00 0.33 -0.90
H 0.85 -0.27 -2.37
H 1.26 -1.31 0.67
H -1.36 1.71 0.21
H -1.79 -0.92 1.47
H -0.73 0.24 2.34
H -0.43 -1.51 2.46
H -0.90 1.65 -1.51
H -2.03 0.46 -0.85
*
```

---

(2)
DFT (wB97M-V/def2-TZVPD) results for a structure of composition C16H21BrN7O7Re.

The expectation value of S² is 3.769. The calculation puts the HOMO-LUMO gap (alpha / beta) at 0.282 / 0.245 Eh.

Structure (ORCA input):
```
! wB97M-V def2-TZVPD RIJCOSX def2/J DEFGRID3
* xyz 3 4
Re 0.62 0.37 1.07
N 0.81 2.21 2.24
C 1.88 2.14 3.30
C 1.96 0.71 3.79
N 2.08 -0.22 2.62
C 3.47 -0.34 2.05
C 3.67 0.63 0.90
N 2.47 0.50 0.00
H 0.92 3.06 1.69
H -0.09 2.32 2.71
H 1.64 2.82 4.12
H 2.82 2.48 2.87
H 1.04 0.44 4.32
H 2.80 0.57 4.47
H 1.83 -1.15 2.97
H 3.59 -1.36 1.69
H 4.21 -0.18 2.83
H 4.58 0.40 0.35
H 3.74 1.67 1.22
H 2.59 -0.34 -0.57
H 2.43 1.26 -0.68
C 0.33 -2.81 -3.42
C 0.14 -2.77 -1.93
C -0.27 -3.89 -1.19
C -0.41 -3.80 0.18
C -0.15 -2.61 0.81
Br -0.35 -2.51 2.68
N 0.24 -1.51 0.13
C 0.36 -1.60 -1.22
H -0.22 -3.64 -3.86
H 1.39 -2.96 -3.66
H 0.01 -1.88 -3.89
H -0.47 -4.82 -1.70
H -0.73 -4.66 0.76
H 0.62 -0.69 -1.75
O -5.47 1.64 -3.69
N -5.39 1.30 -2.54
O -6.28 0.98 -1.79
C -4.01 1.26 -1.96
C -3.86 0.88 -0.66
C -2.57 0.85 -0.13
C -1.44 1.20 -0.90
O -0.21 1.28 -0.40
C -1.67 1.55 -2.24
C -2.94 1.60 -2.77
N -0.53 1.87 -3.12
O 0.53 1.30 -2.88
O -0.72 2.65 -4.01
N -2.45 0.50 1.26
O -1.29 0.45 1.86
O -3.41 0.30 1.92
H -4.73 0.62 -0.07
H -3.11 1.90 -3.80
*
```

---

In the order shown, the computed DFT total energy values come out to -7827.1794, -113833.8841 eV.